No. 1
The following is a DFT calculation (wB97M-V/def2-TZVPD) of a structure of composition C16H21Cl3OSnTe.

## Properties
- charge = -2
- maximum force (eV Å⁻¹) = 3.020
- LUMO level (eV) = 3.77

Each line ends with the natural charge from an NBO analysis.
Cartesian coordinates (Å):
C  1.4568  -1.5462  -1.7942  -0.143
C  2.5546  -0.6233  -1.8121  -0.126
C  2.0622  0.6059  -2.3457  -0.146
C  3.9207  -0.8757  -1.3281  -0.659
C  0.6730  0.4556  -2.6176  -0.082
C  0.2981  -0.8789  -2.2632  -0.146
C  -1.0483  -1.4757  -2.4323  -0.610
C  1.5073  -2.9258  -1.2700  -0.616
C  2.8660  1.8223  -2.5450  -0.624
C  -0.2300  1.4951  -3.1660  -0.629
Sn  1.1044  0.2426  1.8669  1.594
Cl  3.9227  1.1774  1.1146  -0.743
Cl  2.3166  -1.7269  2.0098  -0.450
Cl  0.8549  2.0013  0.3109  -0.459
H  4.0084  -1.8711  -0.8829  0.184
H  4.2032  -0.1451  -0.5197  0.248
H  4.6891  -0.7728  -2.1058  0.159
H  3.6144  1.9529  -1.7502  0.219
H  2.2529  2.7276  -2.6453  0.181
H  3.4270  1.7467  -3.4860  0.161
H  -0.0603  2.4861  -2.7166  0.183
H  -1.2914  1.2251  -3.0567  0.184
H  -0.0557  1.6178  -4.2448  0.163
H  -1.8592  -0.7316  -2.4039  0.180
H  -1.2555  -2.2431  -1.6711  0.192
H  -1.1464  -1.9781  -3.4090  0.158
H  2.2262  -3.0385  -0.4461  0.197
H  1.8008  -3.6548  -2.0385  0.157
H  0.5243  -3.2496  -0.9011  0.190
O  -0.5084  -0.7022  1.0025  -1.110
H  -1.3514  -0.1786  1.1162  0.460
Te  -0.0183  1.1484  4.1672  0.017
C  -2.1411  0.9790  3.7460  -0.217
C  -2.6501  -0.2700  4.1898  -0.233
C  -4.0417  -0.4573  4.3420  -0.214
C  -4.9109  0.5833  4.0142  -0.232
C  -4.4486  1.7363  3.3857  -0.224
C  -3.0472  1.9463  3.2320  -0.233
H  -1.9338  -1.0295  4.5024  0.230
H  -4.4606  -1.3830  4.7450  0.204
H  -5.9648  0.4880  4.2720  0.197
H  -5.2007  2.4602  3.0507  0.207
H  -2.6591  2.8597  2.7839  0.231

No. 2
The following is a DFT calculation (wB97M-V/def2-TZVPD) of a structure of composition C16H21CoN3O3Si.

## Properties
- spin multiplicity = 5
- charge = +1
- maximum force (eV Å⁻¹) = 0.541
- ΔE to the lowest compared entry with this formula, charge and spin (kJ/mol) = 4.03
- LUMO level (alpha / beta) (eV) = -2.58 / -5.53
- <S²> = 6.0467

Each line ends with the natural charge from an NBO analysis.
Cartesian coordinates (Å):
Co  -0.7691  -1.1798  -0.1322  1.521
C  1.4517  -3.7794  -0.3385  -1.157
Si  2.4108  -2.2499  -0.0248  1.770
C  3.5686  -1.9461  -1.4261  -1.142
C  3.2116  -2.3341  1.6330  -1.144
N  1.2168  -0.8426  0.0108  -0.903
C  1.5913  0.4278  0.1414  0.106
C  2.9458  0.8847  0.2628  -0.179
C  3.2366  2.2117  0.4152  -0.204
C  2.2040  3.1592  0.4554  -0.102
C  0.8686  2.7807  0.3310  -0.309
C  0.5814  1.4525  0.1660  0.388
O  -0.7014  0.9701  0.0272  -0.613
C  -1.7790  1.8904  0.0064  0.331
C  -2.4541  2.1269  1.1848  -0.301
C  -3.5416  2.9929  1.1509  -0.183
C  -3.9147  3.5947  -0.0440  -0.185
C  -3.2067  3.3381  -1.2116  -0.182
C  -2.1197  2.4723  -1.1958  -0.295
H  2.1770  -4.5966  -0.4054  0.260
H  0.8950  -3.7553  -1.2768  0.256
H  0.7421  -4.0214  0.4533  0.275
H  4.2091  -2.8252  -1.5396  0.263
H  4.2161  -1.0762  -1.3189  0.240
H  3.0027  -1.8354  -2.3548  0.252
H  3.7193  -3.2987  1.7192  0.263
H  2.4536  -2.2963  2.4196  0.253
H  3.9465  -1.5550  1.8311  0.245
H  3.7454  0.1625  0.2320  0.233
H  4.2642  2.5342  0.5066  0.241
H  2.4405  4.2073  0.5819  0.236
H  0.0812  3.5201  0.3595  0.248
H  -2.1322  1.6567  2.1061  0.242
H  -4.0909  3.1983  2.0600  0.239
H  -4.7600  4.2688  -0.0655  0.238
H  -3.4982  3.8102  -2.1402  0.239
H  -1.5530  2.2584  -2.0934  0.241
N  -2.9551  -0.8356  -0.3899  -0.715
N  -3.4909  -2.1269  -0.4023  -0.525
C  -2.6730  -3.2329  -0.1691  0.870
O  -3.1316  -4.3383  -0.1124  -0.596
O  -1.3995  -2.9036  -0.0424  -0.889
H  -3.3654  -0.2739  0.3535  0.386
H  -3.1557  -0.3608  -1.2684  0.385
H  -4.4882  -2.2544  -0.4557  0.404

No. 3
The following is a DFT calculation (wB97M-V/def2-TZVPD) of the ion C16H21N2O2 with charge +1.

## Properties
- charge = +1
- maximum force (eV Å⁻¹) = 0.510
- ΔE to the lowest compared entry with this formula, charge and spin (kJ/mol) = 0.00
- LUMO level (eV) = -4.38

Each line ends with the natural charge from an NBO analysis.
Cartesian coordinates (Å):
C  2.9265  -1.3986  1.2088  -0.737
C  3.3971  0.0174  1.4338  0.807
O  4.4451  0.3027  1.9353  -0.514
O  2.4978  0.9776  1.0312  -0.568
C  2.6580  1.3930  -0.3377  -0.056
C  1.3372  1.9930  -0.8100  -0.437
C  0.6059  1.0780  -1.7903  -0.396
C  -0.7727  1.5943  -2.1878  -0.398
C  -1.8887  1.4950  -1.0994  -0.439
C  -1.6017  0.5762  0.0630  -0.055
C  -1.2868  1.0509  1.3221  0.203
N  -1.1829  2.4001  1.6083  -0.775
C  -0.9488  0.1368  2.3661  -0.148
C  -0.9538  -1.2053  2.1865  -0.189
C  -1.3092  -1.7374  0.9316  -0.021
C  -1.3386  -3.1230  0.6803  -0.181
C  -1.6632  -3.5877  -0.5462  0.002
N  -1.9526  -2.6961  -1.5305  -0.420
C  -1.9437  -1.3846  -1.3546  0.111
C  -1.6307  -0.8280  -0.1182  -0.008
H  1.8508  -1.4694  1.3556  0.216
H  3.1748  -1.7017  0.1922  0.240
H  3.4480  -2.0549  1.8984  0.248
H  3.4823  2.1020  -0.4037  0.199
H  2.9230  0.5221  -0.9457  0.165
H  1.5313  2.9453  -1.3029  0.215
H  0.7329  2.1631  0.0753  0.231
H  0.5507  0.0744  -1.3618  0.185
H  1.2140  0.9896  -2.6939  0.218
H  -0.6713  2.6450  -2.4579  0.227
H  -1.1093  1.0805  -3.0884  0.203
H  -2.8124  1.1560  -1.5706  0.220
H  -2.1280  2.4847  -0.7227  0.220
H  -1.2180  2.6156  2.5938  0.394
H  -1.8117  3.0067  1.1033  0.391
H  -0.6751  0.5423  3.3316  0.234
H  -0.6966  -1.8676  3.0004  0.238
H  -1.0973  -3.8184  1.4701  0.252
H  -1.7028  -4.6326  -0.8041  0.244
H  -2.1932  -3.0533  -2.4442  0.442
H  -2.1862  -0.7836  -2.2171  0.239

No. 4
The following is a DFT calculation (wB97M-V/def2-TZVPD) of a structure of composition C16H21N3O3PdSSe.

## Properties
- spin multiplicity = 3
- maximum force (eV Å⁻¹) = 2.323
- LUMO level (alpha / beta) (eV) = -1.92 / -1.90
- <S²> = 2.0131

Each line ends with the Löwdin spin population.
Cartesian coordinates (Å):
Pd  -0.0731  -0.2927  0.0070  1.026
C  0.2088  0.2745  2.0885  0.115
C  1.5101  0.2125  1.4836  0.074
C  1.7995  -1.1563  1.2248  0.183
C  0.6727  -1.9391  1.6512  0.121
C  -0.2752  -1.0760  2.2519  0.157
C  -1.5555  -1.4282  2.9398  0.021
C  0.5935  -3.4211  1.5014  0.012
C  3.0507  -1.7019  0.6276  0.028
C  2.4694  1.3405  1.2723  0.008
C  -0.4540  1.4697  2.6988  0.014
H  -1.4988  -1.1543  3.9951  0.007
H  -1.7679  -2.4904  2.8646  0.000
H  -2.3924  -0.8850  2.5004  0.006
H  1.3697  -3.9101  2.0929  0.004
H  0.7455  -3.6872  0.4546  0.003
H  -0.3769  -3.7988  1.8114  0.000
H  2.8999  -1.8816  -0.4399  0.009
H  3.3135  -2.6530  1.0878  0.005
H  3.8723  -1.0011  0.7453  0.001
H  3.3155  1.2494  1.9566  0.003
H  1.9872  2.3001  1.4384  0.000
H  2.8453  1.3227  0.2497  0.002
H  -0.5052  1.3419  3.7809  0.005
H  -1.4727  1.5881  2.3303  0.003
H  0.0917  2.3813  2.4775  0.000
Se  1.7674  2.6868  -2.8226  0.004
N  0.2357  3.4726  -3.2573  0.015
C  -0.7274  3.0013  -2.4724  0.001
C  -2.0982  3.2937  -2.5022  0.017
C  -2.9185  2.6325  -1.6032  0.000
C  -2.3965  1.7494  -0.6668  0.023
N  -1.0928  1.4728  -0.5895  0.045
C  -0.2800  2.0286  -1.5026  0.002
N  1.0079  1.7081  -1.5350  -0.004
H  -2.4837  4.0052  -3.2111  0.001
H  -3.9783  2.8363  -1.5940  0.000
H  -3.0281  1.2734  0.0700  0.001
C  -0.6179  -0.9095  -3.7229  0.000
S  -0.4896  -1.8743  -2.2000  0.004
O  -0.7393  -3.2499  -2.5280  0.010
O  0.8664  -1.6199  -1.6871  0.034
O  -1.5015  -1.3108  -1.2700  0.043
H  -0.0495  -1.4318  -4.4811  0.000
H  -0.1871  0.0618  -3.5256  0.000
H  -1.6625  -0.8304  -3.9909  0.000

No. 5
The following is a DFT calculation (wB97M-V/def2-TZVPD) of an isolated molecule of C16H21N3O3S.

## Properties
- maximum force (eV Å⁻¹) = 6.930
- ΔE to the lowest compared entry with this formula, charge and spin (kJ/mol) = 738.19
- LUMO level (eV) = 0.29

Each line ends with the natural charge from an NBO analysis.
Cartesian coordinates (Å):
C  1.9232  5.1151  4.1413  -0.775
S  1.9798  4.4191  2.4931  0.193
C  0.9776  2.8273  2.8345  -0.517
C  -0.5054  3.0608  2.7462  -0.428
C  -1.2897  1.6893  2.5355  -0.137
N  -0.7834  0.6637  3.4858  -0.882
C  -1.0036  0.9610  1.1101  0.707
O  -1.1857  1.6058  0.1149  -0.574
N  -0.4429  -0.4150  1.3152  -0.728
C  -0.5700  -1.4767  0.3415  -0.147
C  0.8176  -1.5627  -0.3497  -0.439
C  0.5237  -2.0688  -1.8094  -0.105
C  0.9226  -3.2788  -2.1852  -0.022
N  0.6465  -3.4033  -3.5318  -0.567
C  -0.0697  -2.2575  -3.9428  0.142
C  -0.5029  -1.9081  -5.3413  -0.243
C  -1.1208  -0.6528  -5.4459  -0.227
C  -1.1785  0.3233  -4.3138  -0.248
C  -0.6541  -0.1464  -3.0812  -0.205
C  -0.1022  -1.3803  -2.9619  -0.101
C  -0.5423  -2.9386  1.1704  0.788
O  -1.5261  -3.7561  0.9769  -0.556
O  0.5319  -3.0213  2.0188  -0.689
H  0.8679  5.0366  4.4068  0.214
H  2.6488  4.6068  5.0048  0.210
H  2.4058  6.1403  4.1153  0.242
H  1.4588  2.1792  2.0016  0.235
H  1.1816  2.3274  3.8632  0.208
H  -0.6734  3.6792  1.9478  0.226
H  -0.8277  3.6066  3.6330  0.206
H  -2.2525  2.0711  2.4626  0.238
H  0.2047  0.5974  3.6182  0.380
H  -1.1887  0.6406  4.4420  0.383
H  -0.9060  -0.5381  2.2033  0.425
H  -1.4954  -1.3199  -0.2968  0.239
H  1.4425  -0.5876  -0.3609  0.237
H  1.3446  -2.4542  0.2624  0.232
H  1.6670  -3.9823  -1.6480  0.224
H  1.0723  -3.9699  -4.4390  0.429
H  -0.3387  -2.6621  -6.2635  0.223
H  -1.3376  -0.4297  -6.5612  0.217
H  -1.3845  1.4321  -4.6937  0.236
H  -0.6934  0.5997  -2.2480  0.240
H  0.8712  -2.0604  2.2006  0.514